i.
Below is C20H24N2O2S in the gas phase, with properties calculated with ωB97M-V/def2-TZVPD.

Structure (XYZ):
```
49
Properties=species:S:1:pos:R:3:nbo_charge:R:1
C -5.642 -0.745 1.438 -0.646
C -4.361 -0.054 1.087 0.080
C -4.370 1.134 0.366 -0.236
C -3.191 1.757 0.007 -0.209
C -1.980 1.179 0.352 -0.194
S -0.437 1.916 -0.136 0.206
C -0.665 2.119 -1.951 -0.523
C -1.475 1.016 -2.629 -0.521
C -1.287 -0.385 -2.052 0.706
O -2.219 -1.147 -1.912 -0.611
N 0.006 -0.658 -1.745 -0.663
C 0.515 -1.687 -0.969 0.282
C -0.200 -2.855 -0.712 -0.268
C 0.358 -3.855 0.059 -0.174
C 1.635 -3.713 0.579 -0.245
C 2.339 -2.545 0.356 -0.175
C 1.792 -1.512 -0.399 -0.207
C 2.522 -0.229 -0.593 0.689
O 2.430 0.442 -1.618 -0.670
N 3.283 0.159 0.446 -0.596
C 3.976 1.432 0.487 -0.059
C 5.421 1.215 0.925 -0.608
C 3.243 2.396 1.418 -0.614
C -1.952 0.005 1.089 -0.211
C -3.137 -0.601 1.453 -0.219
H -5.551 -1.276 2.382 0.215
H -6.463 -0.035 1.507 0.214
H -5.888 -1.473 0.664 0.224
H -5.313 1.579 0.081 0.208
H -3.211 2.687 -0.543 0.213
H -1.133 3.089 -2.124 0.224
H 0.359 2.160 -2.322 0.236
H -1.202 0.986 -3.688 0.239
H -2.544 1.229 -2.567 0.242
H 0.715 0.047 -1.957 0.444
H -1.189 -2.959 -1.124 0.260
H -0.202 -4.760 0.244 0.216
H 2.079 -4.508 1.159 0.215
H 3.340 -2.446 0.752 0.210
H 3.240 -0.361 1.308 0.398
H 3.949 1.820 -0.536 0.230
H 5.961 2.157 0.907 0.215
H 5.920 0.516 0.258 0.217
H 5.455 0.818 1.938 0.197
H 2.209 2.510 1.100 0.229
H 3.255 2.020 2.440 0.198
H 3.723 3.370 1.402 0.212
H -1.002 -0.432 1.361 0.222
H -3.111 -1.523 2.015 0.208
```

* charge: 0
* Kohn-Sham gap: 8.73 eV
* 2S+1: 1
* SMILES string: Cc1ccc(SCCC(=O)Nc2ccccc2C(=O)NC(C)C)cc1


ii.
Below is C20H24N2O2S in the gas phase, with properties calculated with ωB97M-V/def2-TZVPD.

Structure (XYZ):
```
49
Properties=species:S:1:pos:R:3:nbo_charge:R:1
C -7.955 -2.227 -1.351 -0.599
C -6.943 -1.737 -0.322 -0.396
C -5.613 -2.478 -0.449 -0.400
C -4.604 -2.085 0.632 -0.225
N -4.170 -0.713 0.505 -0.597
C -2.932 -0.373 0.100 0.677
O -2.068 -1.225 -0.099 -0.663
C -2.677 1.087 -0.038 -0.217
C -3.714 1.971 -0.335 -0.167
C -3.493 3.331 -0.427 -0.243
C -2.220 3.834 -0.214 -0.171
C -1.168 2.981 0.050 -0.259
C -1.373 1.602 0.119 0.281
N -0.331 0.711 0.333 -0.645
C 0.964 0.963 0.654 0.693
O 1.441 2.063 0.835 -0.623
C 1.800 -0.309 0.744 -0.515
C 2.913 -0.136 1.769 -0.527
S 4.259 -1.341 1.558 0.252
C 5.078 -0.832 0.073 -0.177
C 4.843 0.369 -0.581 -0.207
C 5.552 0.670 -1.732 -0.209
C 6.495 -0.209 -2.234 -0.232
C 6.733 -1.405 -1.575 -0.194
C 6.028 -1.718 -0.430 -0.234
H -8.151 -3.288 -1.216 0.203
H -7.577 -2.075 -2.359 0.204
H -8.894 -1.689 -1.251 0.210
H -6.787 -0.665 -0.462 0.186
H -7.346 -1.888 0.683 0.194
H -5.793 -3.552 -0.372 0.206
H -5.176 -2.282 -1.430 0.206
H -3.707 -2.703 0.543 0.240
H -5.042 -2.230 1.625 0.192
H -4.846 0.006 0.701 0.400
H -4.707 1.593 -0.532 0.204
H -4.311 3.995 -0.665 0.216
H -2.041 4.897 -0.272 0.217
H -0.174 3.366 0.198 0.258
H -0.625 -0.262 0.201 0.447
H 1.179 -1.172 0.987 0.225
H 2.234 -0.476 -0.247 0.244
H 2.543 -0.314 2.779 0.234
H 3.327 0.871 1.726 0.243
H 4.123 1.082 -0.213 0.214
H 5.361 1.606 -2.236 0.213
H 7.043 0.035 -3.132 0.213
H 7.469 -2.098 -1.955 0.214
H 6.204 -2.647 0.091 0.217
```

* charge: 0
* Kohn-Sham gap: 8.49 eV
* 2S+1: 1
* SMILES string: CCCCNC(=O)c1ccccc1NC(=O)CCSc1ccccc1


Energy comparison, zero being the most stable, in kJ/mol: i 0.0; ii 13.5.


i.
Below is 2 unconnected molecules or ions with the total composition C2H4NO4, with properties calculated with ωB97M-V/def2-TZVPD.

Structure (XYZ):
```
11
Properties=species:S:1:pos:R:3:nbo_charge:R:1
C -2.277 0.959 0.328 0.669
C -1.955 -0.590 0.137 0.360
N 1.750 -0.041 -0.847 -0.576
O -1.211 1.462 0.739 -0.777
O -3.370 1.483 0.205 -0.722
O -0.980 -1.054 -0.370 -0.581
O 1.540 1.226 -0.236 -0.606
H -2.738 -1.273 0.629 0.062
H 1.580 -0.005 -1.819 0.325
H 1.249 -0.775 -0.339 0.355
H 0.736 1.144 0.213 0.491
```

* charge: -1
* Kohn-Sham gap: 8.60 eV
* 2S+1: 1


ii.
Below is 2 unconnected molecules or ions with the total composition C2H4NO4, with properties calculated with ωB97M-V/def2-TZVPD.

Structure (XYZ):
```
11
Properties=species:S:1:pos:R:3:nbo_charge:R:1
O -1.155 1.252 -0.706 -0.650
C -0.973 0.188 -1.399 0.523
N -0.156 -0.837 -0.949 -0.692
C 0.736 -0.976 0.215 0.870
O 0.837 -0.099 1.047 -0.726
O 1.247 -2.147 0.166 -0.803
H -1.460 -0.125 -2.305 0.114
H 0.209 -1.739 -1.621 0.420
H 0.370 1.642 1.663 0.481
H -0.723 1.662 0.654 0.479
O -0.416 2.137 1.414 -1.017
```

* charge: -1
* Kohn-Sham gap: 8.74 eV
* 2S+1: 1


Energy comparison, zero being the most stable, in kJ/mol: i 201.4; ii 0.0.


i.
Below is C24H26N2O3 in the gas phase, with properties calculated with ωB97M-V/def2-TZVPD.

Structure (XYZ):
```
55
Properties=species:S:1:pos:R:3:nbo_charge:R:1
C -3.791 -1.527 -2.401 -0.622
C -3.113 -2.205 -1.220 -0.062
O -2.059 -1.371 -0.787 -0.531
C -1.108 -1.880 0.045 0.394
C -1.161 -3.151 0.606 -0.324
C -0.111 -3.620 1.378 -0.189
C 1.010 -2.840 1.579 -0.245
C 1.055 -1.562 1.044 -0.192
C -0.001 -1.053 0.305 -0.121
C 0.003 0.376 -0.184 -0.256
N -0.372 1.373 0.821 -0.449
C 0.663 1.686 1.791 -0.204
C 1.831 2.472 1.162 -0.427
C 2.971 1.615 0.688 -0.013
C 3.703 0.874 1.607 -0.233
C 4.757 0.046 1.227 -0.250
C 5.054 -0.009 -0.112 0.211
C 4.339 0.743 -1.043 0.299
C 3.302 1.561 -0.670 -0.288
O 4.846 0.516 -2.296 -0.489
C 5.895 -0.412 -2.126 0.237
O 6.027 -0.729 -0.757 -0.478
C -1.648 1.081 1.450 -0.263
C -2.818 1.282 0.528 0.234
C -2.763 2.179 -0.535 -0.262
C -3.894 2.366 -1.307 -0.165
C -5.046 1.662 -0.988 -0.282
C -4.999 0.796 0.093 0.037
N -3.919 0.608 0.831 -0.438
H -3.077 -1.389 -3.209 0.211
H -4.170 -0.554 -2.102 0.221
H -4.616 -2.139 -2.753 0.210
H -3.830 -2.355 -0.402 0.178
H -2.719 -3.182 -1.534 0.173
H -2.022 -3.784 0.455 0.218
H -0.173 -4.609 1.809 0.211
H 1.844 -3.216 2.152 0.211
H 1.937 -0.957 1.187 0.223
H 0.995 0.635 -0.551 0.219
H -0.714 0.463 -1.003 0.223
H 0.199 2.330 2.543 0.199
H 1.042 0.794 2.312 0.177
H 2.215 3.161 1.917 0.220
H 1.435 3.064 0.336 0.219
H 3.451 0.942 2.655 0.214
H 5.316 -0.527 1.948 0.229
H 2.766 2.140 -1.404 0.226
H 5.673 -1.328 -2.697 0.157
H 6.837 0.025 -2.495 0.157
H -1.704 0.065 1.871 0.202
H -1.785 1.779 2.284 0.215
H -1.846 2.711 -0.732 0.234
H -3.884 3.053 -2.142 0.215
H -5.953 1.780 -1.562 0.219
H -5.868 0.221 0.387 0.190
```

* charge: 0
* Kohn-Sham gap: 8.85 eV
* 2S+1: 1
* SMILES string: CCOc1ccccc1CN(CCc1ccc2c(c1)OCO2)Cc1ccccn1


ii.
Below is C24H26N2O3 in the gas phase, with properties calculated with ωB97M-V/def2-TZVPD.

Structure (XYZ):
```
55
Properties=species:S:1:pos:R:3:nbo_charge:R:1
C 5.723 2.302 1.899 -0.638
C 5.955 2.462 0.399 -0.062
O 6.028 1.223 -0.277 -0.493
C 4.893 0.526 -0.546 0.294
C 3.592 0.956 -0.298 -0.259
C 2.521 0.153 -0.645 -0.191
C 2.711 -1.088 -1.235 -0.078
C 1.523 -1.952 -1.565 -0.240
N 0.795 -2.324 -0.361 -0.424
C 1.508 -3.105 0.622 -0.415
C -0.441 -1.832 -0.158 0.678
O -1.029 -1.140 -0.973 -0.646
C -1.113 -2.217 1.156 -0.323
N -2.359 -1.501 1.255 -0.632
C -2.735 -0.888 2.396 0.693
O -2.174 -1.065 3.458 -0.631
C -3.963 0.011 2.247 -0.522
C -3.787 0.981 1.113 0.010
C -3.153 2.172 1.369 -0.201
C -2.902 3.104 0.354 -0.206
C -3.286 2.838 -0.928 -0.208
C -3.941 1.630 -1.242 0.034
C -4.335 1.343 -2.566 -0.187
C -4.966 0.173 -2.876 -0.215
C -5.236 -0.761 -1.867 -0.203
C -4.866 -0.514 -0.574 -0.206
C -4.203 0.682 -0.214 -0.090
C 4.011 -1.516 -1.477 -0.186
C 5.087 -0.721 -1.143 -0.255
H 5.735 3.277 2.378 0.215
H 6.509 1.687 2.329 0.216
H 4.767 1.823 2.096 0.213
H 6.932 2.922 0.224 0.194
H 5.188 3.105 -0.049 0.170
H 3.396 1.914 0.155 0.210
H 1.515 0.498 -0.455 0.221
H 0.815 -1.407 -2.195 0.256
H 1.841 -2.860 -2.086 0.196
H 0.926 -3.977 0.926 0.205
H 2.442 -3.445 0.182 0.220
H 1.745 -2.515 1.511 0.206
H -1.292 -3.300 1.170 0.212
H -0.493 -1.958 2.020 0.246
H -2.706 -1.167 0.361 0.435
H -4.079 0.548 3.189 0.244
H -4.839 -0.623 2.110 0.231
H -2.835 2.395 2.377 0.213
H -2.400 4.029 0.598 0.214
H -3.091 3.544 -1.723 0.209
H -4.123 2.074 -3.334 0.207
H -5.261 -0.040 -3.893 0.214
H -5.740 -1.683 -2.117 0.213
H -5.090 -1.253 0.180 0.211
H 4.184 -2.477 -1.941 0.209
H 6.098 -1.043 -1.335 0.224
```

* charge: 0
* Kohn-Sham gap: 8.71 eV
* 2S+1: 1
* SMILES string: CCOc1ccc(CN(C)C(=O)CNC(=O)Cc2cccc3ccccc23)cc1


Energy comparison, zero being the most stable, in kJ/mol: i 204.9; ii 0.0.


i.
Below is a molecular structure, C35H48CuTe, with properties calculated with ωB97M-V/def2-TZVPD.

Structure (XYZ):
```
85
Properties=species:S:1:pos:R:3:lowdin_charge:R:1
Cu -0.198 0.545 -0.099 0.231
C -0.885 0.751 1.808 -0.182
C -0.839 -0.663 2.124 -0.146
C -2.027 -1.239 1.607 -0.147
C -2.818 -0.178 1.075 -0.044
C -2.154 1.031 1.201 -0.273
C -2.702 2.413 0.897 -0.562
C -3.711 2.350 -0.252 -0.061
C -3.407 2.956 2.151 -0.056
C -1.579 3.381 0.511 -0.061
C -2.502 -2.685 1.367 -0.533
C -1.407 -3.750 1.425 -0.067
C -3.082 -2.785 -0.059 -0.067
C -3.616 -3.052 2.359 -0.056
C 0.169 -1.202 3.162 -0.518
C 0.926 -0.035 3.811 -0.078
C -0.591 -1.894 4.306 -0.053
C 1.259 -2.137 2.614 -0.063
H -0.360 1.503 2.381 0.092
H -3.782 -0.307 0.603 0.095
H -4.577 1.736 0.014 0.073
H -3.247 1.916 -1.141 0.087
H -4.074 3.354 -0.498 0.076
H -4.208 2.279 2.459 0.081
H -3.839 3.947 1.963 0.074
H -2.699 3.040 2.980 0.080
H -1.044 3.027 -0.375 0.072
H -0.849 3.489 1.318 0.073
H -1.993 4.372 0.293 0.080
H -0.600 -3.504 0.732 0.086
H -1.832 -4.713 1.123 0.078
H -0.981 -3.882 2.417 0.056
H -2.356 -2.429 -0.794 0.091
H -3.990 -2.193 -0.176 0.066
H -3.332 -3.828 -0.286 0.074
H -3.266 -2.978 3.392 0.068
H -3.974 -4.074 2.186 0.076
H -4.462 -2.368 2.247 0.079
H 0.247 0.664 4.305 0.085
H 1.511 0.516 3.070 0.057
H 1.617 -0.431 4.562 0.080
H -1.344 -1.216 4.719 0.092
H 0.106 -2.172 5.106 0.077
H -1.109 -2.796 3.984 0.048
H 1.903 -1.593 1.924 0.009
H 0.860 -2.997 2.084 0.047
H 1.877 -2.507 3.441 0.080
C -1.209 -0.742 -5.113 -0.070
C 0.013 0.060 -4.649 -0.648
C 1.297 -0.675 -5.055 -0.067
C -0.008 1.443 -5.319 -0.068
C -0.022 0.217 -3.183 -0.176
C -0.051 0.347 -1.969 -0.139
H -1.204 -0.849 -6.203 0.075
H -2.130 -0.240 -4.812 0.082
H -1.205 -1.736 -4.662 0.081
H 1.351 -0.779 -6.144 0.075
H 1.326 -1.669 -4.604 0.082
H 2.176 -0.126 -4.709 0.076
H 0.018 1.342 -6.409 0.075
H 0.854 2.033 -4.999 0.074
H -0.909 1.989 -5.035 0.081
Te 2.756 -0.062 -0.525 1.390
C 4.805 0.115 0.054 -0.525
C 5.791 0.248 -0.925 -0.150
C 7.133 0.351 -0.568 -0.104
C 7.504 0.316 0.771 -0.110
C 6.529 0.180 1.751 -0.101
C 5.189 0.077 1.394 -0.143
C 2.488 2.024 -0.377 -0.527
C 2.330 2.787 -1.532 -0.137
C 2.160 4.164 -1.437 -0.090
C 2.141 4.782 -0.193 -0.103
C 2.285 4.020 0.960 -0.097
C 2.454 2.643 0.869 -0.138
H 5.506 0.277 -1.970 0.084
H 7.888 0.457 -1.337 0.094
H 8.548 0.392 1.049 0.093
H 6.811 0.151 2.797 0.096
H 4.434 -0.032 2.165 0.087
H 2.311 2.297 -2.497 0.083
H 2.033 4.753 -2.339 0.097
H 2.003 5.854 -0.121 0.094
H 2.253 4.494 1.934 0.099
H 2.553 2.050 1.770 0.080
```

* charge: -1
* Kohn-Sham gap: 6.22 eV
* 2S+1: 1


ii.
Below is a molecular structure, C35H48CuTe, with properties calculated with ωB97M-V/def2-TZVPD.

Structure (XYZ):
```
85
Properties=species:S:1:pos:R:3:lowdin_charge:R:1
Cu 0.317 0.747 0.520 0.323
C -1.746 1.030 0.372 -0.135
C -1.410 1.708 -0.848 -0.162
C -0.880 2.988 -0.470 -0.151
C -0.895 3.042 0.944 -0.060
C -1.410 1.854 1.480 -0.288
C -1.727 1.590 2.937 -0.564
C -0.591 2.096 3.832 -0.055
C -3.025 2.321 3.313 -0.055
C -1.912 0.095 3.186 -0.062
C -0.421 4.217 -1.263 -0.529
C 0.379 3.907 -2.531 -0.062
C 0.508 5.088 -0.399 -0.079
C -1.633 5.094 -1.625 -0.052
C -1.701 1.047 -2.203 -0.522
C -2.475 -0.264 -1.991 -0.078
C -2.591 1.924 -3.094 -0.056
C -0.424 0.646 -2.960 -0.056
H -2.228 0.067 0.443 0.090
H -0.534 3.866 1.538 0.092
H -0.439 3.170 3.708 0.073
H 0.343 1.592 3.577 0.081
H -0.820 1.906 4.885 0.076
H -2.917 3.396 3.154 0.078
H -3.285 2.147 4.362 0.073
H -3.851 1.972 2.689 0.082
H -1.020 -0.459 2.890 0.067
H -2.756 -0.301 2.617 0.082
H -2.105 -0.096 4.246 0.084
H 1.228 3.260 -2.298 0.090
H 0.764 4.839 -2.957 0.076
H -0.216 3.425 -3.301 0.050
H 1.355 4.508 -0.030 0.091
H -0.014 5.515 0.457 0.069
H 0.889 5.920 -0.998 0.074
H -2.346 4.565 -2.255 0.058
H -1.313 5.999 -2.153 0.076
H -2.156 5.392 -0.714 0.083
H -3.415 -0.095 -1.463 0.086
H -1.881 -0.987 -1.424 0.062
H -2.702 -0.711 -2.963 0.078
H -3.511 2.187 -2.568 0.089
H -2.858 1.381 -4.007 0.077
H -2.104 2.847 -3.395 0.046
H 0.160 -0.045 -2.350 0.024
H 0.214 1.490 -3.197 0.049
H -0.687 0.145 -3.900 0.079
C 5.541 0.283 1.258 -0.069
C 4.660 -0.706 0.484 -0.648
C 5.125 -0.763 -0.979 -0.064
C 4.800 -2.102 1.104 -0.077
C 3.256 -0.260 0.541 -0.232
C 2.109 0.162 0.563 -0.144
H 6.589 -0.028 1.220 0.074
H 5.228 0.336 2.301 0.081
H 5.456 1.283 0.830 0.081
H 6.172 -1.079 -1.035 0.076
H 5.028 0.217 -1.447 0.083
H 4.518 -1.473 -1.542 0.066
H 5.841 -2.434 1.065 0.076
H 4.185 -2.823 0.561 0.046
H 4.480 -2.091 2.148 0.078
Te 1.221 -2.557 -0.815 1.411
C 0.083 -4.112 -1.726 -0.554
C 0.065 -5.415 -1.231 -0.148
C -0.692 -6.397 -1.851 -0.100
C -1.431 -6.095 -2.989 -0.109
C -1.415 -4.805 -3.495 -0.099
C -0.668 -3.817 -2.860 -0.152
C 0.231 -2.830 1.034 -0.512
C 0.920 -2.639 2.227 -0.142
C 0.293 -2.881 3.441 -0.099
C -1.025 -3.316 3.476 -0.115
C -1.720 -3.486 2.288 -0.098
C -1.098 -3.240 1.072 -0.138
H 0.641 -5.657 -0.346 0.098
H -0.703 -7.403 -1.448 0.096
H -2.021 -6.863 -3.475 0.093
H -1.995 -4.557 -4.375 0.097
H -0.686 -2.802 -3.241 0.080
H 1.939 -2.277 2.205 0.076
H 0.838 -2.721 4.363 0.101
H -1.513 -3.501 4.425 0.096
H -2.756 -3.802 2.304 0.099
H -1.651 -3.377 0.150 0.096
```

* charge: -1
* Kohn-Sham gap: 6.16 eV
* 2S+1: 1


Energy comparison, zero being the most stable, in kJ/mol: i 42.8; ii 0.0.